No. 1
Entry from the Open Molecules 2025 dataset: 2 unconnected molecules or ions with the total composition C8H8F3N3 (wB97M-V/def2-TZVPD).

Each line ends with the natural charge from an NBO analysis.
Atoms and positions in Å:
C: 1.142 -2.390 0.475  -0.247
C: 1.826 -1.757 1.500  -0.177
C: 0.152 -1.718 -0.324  -0.162
C: 1.696 -0.356 1.705  -0.264
C: 0.182 -0.345 -0.171  -0.121
C: 0.976 0.296 0.785  0.161
C: -0.403 0.695 -1.065  0.369
C: -2.431 0.736 -0.001  0.768
N: 0.811 1.668 0.596  -0.444
N: 0.224 1.943 -0.662  -0.444
N: -0.652 0.568 -2.352  -0.792
F: -2.516 1.969 0.698  -0.386
F: -3.487 0.613 -0.944  -0.382
F: -2.344 -0.305 0.794  -0.330
H: 1.391 -3.432 0.410  0.212
H: 2.476 -2.354 2.137  0.216
H: -0.287 -2.333 -1.036  0.218
H: 2.286 0.238 2.479  0.220
H: 1.248 2.369 1.117  0.399
H: -0.467 2.670 -0.594  0.387
H: -0.822 1.459 -2.729  0.389
H: -0.999 -0.233 -2.817  0.410

- HOMO level (alpha / beta): -7.1529 / -7.1520 eV
- Multiplicity: 1
- ΔE to the lowest compared entry with this formula, charge and spin: 49.68 kcal per mole

=====

No. 2
Entry from the Open Molecules 2025 dataset: C8H8FN in the gas phase (wB97M-V/def2-TZVPD).

Each line ends with the natural charge from an NBO analysis.
Atoms and positions in Å:
C: 0.898 -2.236 0.198  -0.212
C: 2.020 -1.369 -0.165  -0.238
C: -0.428 -1.750 0.171  -0.205
C: 1.723 0.005 -0.292  -0.237
C: -0.783 -0.415 -0.097  -0.185
C: 0.423 0.514 -0.103  0.122
C: -0.719 2.425 0.334  -0.251
C: -2.027 -0.011 -0.251  0.215
N: 0.271 1.837 -0.272  -0.478
F: -3.071 -0.874 -0.096  -0.349
H: 0.986 -3.307 0.182  0.215
H: 3.055 -1.755 -0.087  0.219
H: -1.222 -2.294 0.620  0.217
H: 2.589 0.696 -0.352  0.212
H: -0.719 3.486 0.342  0.185
H: -1.243 1.851 1.100  0.192
H: -2.468 0.919 -0.267  0.176
H: 0.714 2.280 -0.969  0.401

- HOMO level (alpha / beta): -6.8582 / -6.4637 eV
- Multiplicity: 1
- ΔE to the lowest compared entry with this formula, charge and spin: 88.52 kcal per mole

=====

No. 3
Entry from the Open Molecules 2025 dataset: 2 unconnected molecules or ions with the total composition C8H8FN2O2 (wB97M-V/def2-TZVPD).

Each line ends with the natural charge from an NBO analysis.
Atoms and positions in Å:
C: 1.544 1.818 0.327  -0.256
C: 0.832 0.676 0.569  -0.313
C: 2.846 1.706 -0.142  -0.143
C: 2.729 -0.584 -0.058  -0.045
C: 1.402 -0.631 0.401  0.139
C: -2.778 0.418 0.867  1.073
C: -1.920 -1.050 -1.488  -0.814
C: -2.235 -1.706 -0.172  0.365
N: 3.438 0.500 -0.304  -0.423
N: 0.866 -1.816 0.586  -0.867
O: -2.807 1.310 0.084  -0.545
O: -2.628 -0.841 0.769  -0.537
F: -3.061 0.705 2.205  -0.350
H: 0.996 2.643 0.614  0.195
H: -0.250 0.625 0.908  0.148
H: 3.502 2.578 0.004  0.158
H: 3.194 -1.411 -0.394  0.165
H: -1.521 -0.104 -1.418  0.243
H: -1.224 -1.831 -1.809  0.268
H: -2.796 -1.218 -2.237  0.252
H: -0.129 -1.788 0.688  0.286

- Charge: -1
- HOMO level (alpha / beta): -2.4897 / -2.4893 eV
- Multiplicity: 1
- ΔE to the lowest compared entry with this formula, charge and spin: 99.78 kcal per mole

=====

No. 4
Entry from the Open Molecules 2025 dataset: C8H8FN2P in the gas phase (wB97M-V/def2-TZVPD).

Each line ends with the natural charge from an NBO analysis.
Atoms and positions in Å:
C: 2.540 -0.850 1.254  -0.888
P: 2.699 -1.053 -0.635  0.703
N: 1.381 0.010 -0.776  -0.754
C: 0.177 -0.126 -0.490  0.273
C: -0.427 -1.387 0.000  -0.387
C: -1.690 -1.447 0.361  0.438
F: -2.532 -2.502 0.548  -0.322
C: -2.432 -0.306 0.541  -0.319
C: -2.019 0.869 0.025  -0.094
C: -0.686 1.023 -0.579  -0.319
C: -0.581 2.218 -1.200  0.558
N: -0.537 3.412 -1.399  -0.597
H: 2.457 0.187 1.476  0.220
H: 3.246 -1.244 1.960  0.225
H: 1.513 -1.429 1.283  0.231
H: 3.802 -0.251 -1.142  -0.052
H: 0.068 -2.331 -0.301  0.243
H: -3.402 -0.416 0.934  0.230
H: -2.457 1.742 0.268  0.204
H: -1.121 3.880 -2.129  0.408

- SMILES string: CP/N=C1\C=C(F)C=CC1=C=N
- HOMO level (alpha / beta): -7.6099 / -7.6093 eV
- Multiplicity: 1
- ΔE to the lowest compared entry with this formula, charge and spin: 46.44 kcal per mole

=====

No. 5
Entry from the Open Molecules 2025 dataset: C8H8I2 in the gas phase (wB97M-V/def2-TZVPD).

Each line ends with the natural charge from an NBO analysis.
Atoms and positions in Å:
I: 3.635 -1.312 0.144  0.148
C: 1.962 -0.443 -0.817  -0.401
C: 2.122 0.971 -1.229  -0.216
C: 0.935 1.621 -1.174  -0.203
C: -0.102 0.838 -0.538  -0.045
C: 0.361 -0.359 -0.181  -0.007
C: -0.558 -1.165 0.607  -0.358
I: -0.672 -3.213 -0.001  0.085
C: -1.878 -0.293 0.621  -0.424
C: -1.591 1.047 -0.135  -0.419
H: 1.635 -1.056 -1.649  0.263
H: 2.967 1.508 -1.573  0.229
H: 0.739 2.626 -1.467  0.214
H: -0.028 -1.331 1.687  0.244
H: -2.496 -0.055 1.555  0.235
H: -2.541 -0.967 0.040  0.220
H: -1.544 1.919 0.472  0.213
H: -2.329 1.164 -0.897  0.222

- SMILES string: I[C@@H]1C=CC2=C1[C@H](I)CC2
- HOMO level: -8.4467 eV
- Multiplicity: 1
- ΔE to the lowest compared entry with this formula, charge and spin: 0.00 kcal per mole

=====

No. 6
Entry from the Open Molecules 2025 dataset: a molecular structure, C8H8INS (wB97M-V/def2-TZVPD).

Each line ends with the natural charge from an NBO analysis.
Atoms and positions in Å:
C: 2.270 -2.230 0.774  -0.089
C: 0.429 -1.242 0.147  0.128
C: 1.328 -0.173 0.045  -0.328
C: -1.016 -1.281 -0.054  -0.239
C: -1.880 -0.230 0.157  -0.119
C: -1.606 1.162 0.570  -0.658
C: 0.957 1.078 -0.563  -0.168
C: 0.153 1.315 -1.676  -0.387
N: 1.083 -2.389 0.462  -0.421
S: 2.934 -0.640 0.597  0.406
I: 2.295 2.549 0.103  0.156
H: 2.827 -2.923 1.312  0.205
H: -1.356 -2.213 -0.157  0.218
H: -2.876 -0.391 0.105  0.191
H: -0.474 1.368 0.703  0.238
H: -2.245 1.449 1.564  0.228
H: -2.048 1.838 -0.171  0.227
H: -0.561 0.673 -1.984  0.204
H: -0.214 2.281 -1.935  0.206

- HOMO level: -8.2420 eV
- Multiplicity: 1
- ΔE to the lowest compared entry with this formula, charge and spin: 50.03 kcal per mole

=====

M values, unit g mol⁻¹, following the record order: 203.17 137.16 183.16 182.14 357.96 277.13.